This record from the OMol25 dataset describes a 2-piece molecular cluster, C5H17N2O overall at a distorted geometry. The level of theory is wB97M-V/def2-TZVPD.

Each line ends with the natural charge from an NBO analysis.
Positions of all 25 atoms, in Å:
C: -0.15 2.22 -0.33  -0.4253
N: 0.78 1.89 -1.40  -0.4079
C: 1.81 0.93 -1.03  -0.4214
C: 0.06 1.42 -2.57  -0.4201
H: 0.40 2.58 0.54  0.1994
H: -0.81 1.37 -0.09  0.1191
H: -0.75 3.06 -0.67  0.2407
H: 2.55 0.91 -1.82  0.2403
H: 2.28 1.24 -0.10  0.1957
H: 1.41 -0.10 -0.92  0.1226
H: 0.77 1.23 -3.37  0.2179
H: -0.67 2.16 -2.88  0.2177
H: -0.50 0.49 -2.37  0.1519
C: -0.72 -2.62 1.17  -0.0804
O: -1.99 -3.21 1.10  -0.7001
C: -0.96 -1.25 1.80  -0.2370
N: 0.24 -0.35 1.63  -0.6896
H: -0.26 -2.50 0.18  0.1733
H: -0.04 -3.21 1.79  0.1825
H: -2.01 -3.87 0.39  0.4964
H: -1.80 -0.76 1.31  0.2416
H: -1.14 -1.37 2.86  0.2361
H: 0.31 -0.03 0.66  0.4556
H: 1.12 -0.77 1.94  0.4440
H: 0.07 0.51 2.15  0.4469

Values from the calculation:
**Total energy**: -385.165362 hartree
**Gap between HOMO and LUMO**: 8.81 eV
**Net charge**: +1
**LUMO**: -3.458 eV
**Relative energy (zero: lowest compared OMol25 entry of this formula, charge and spin)**: 197.9 kJ/mol